Record 1
{"formula": "C19H17ClN3O2Os", "method": "the ωB97M-V functional and the def2-TZVPD basis", "species": ["Os", "C", "C", "C", "C", "C", "C", "N", "C", "C", "C", "C", "C", "N", "C", "C", "C", "C", "C", "C", "N", "H", "H", "H", "H", "H", "H", "H", "H", "H", "H", "H", "H", "H", "H", "H", "Cl", "C", "C", "O", "O", "H", "H"], "xyz": [[-0.9938, 0.1466, 0.3544], [-2.8292, 2.8153, -0.5538], [-1.5152, 2.6713, -1.2433], [-1.1749, 3.5437, -2.2727], [0.0452, 3.4463, -2.9078], [0.9673, 2.4737, -2.4943], [0.6202, 1.6225, -1.4887], [-0.6397, 1.6819, -0.8882], [1.5305, 0.6202, -0.9017], [2.8613, 0.3839, -1.2061], [3.5522, -0.5664, -0.4604], [2.9278, -1.2354, 0.5898], [1.5978, -0.9542, 0.8511], [0.9448, -0.0706, 0.0824], [0.7551, -1.4773, 1.9372], [1.1933, -2.3693, 2.8716], [0.3369, -2.7339, 3.9204], [-0.9118, -2.1612, 4.0028], [-1.3483, -1.2458, 3.0443], [-2.6918, -0.6198, 3.1998], [-0.5395, -0.9454, 1.9887], [-3.0387, 3.8738, -0.3998], [-2.8684, 2.3167, 0.4103], [-3.6321, 2.4252, -1.1851], [-1.8884, 4.3049, -2.5596], [0.3030, 4.1321, -3.7054], [1.9420, 2.4113, -2.9574], [3.3647, 0.9259, -1.9945], [4.5917, -0.7688, -0.6837], [3.4813, -1.9470, 1.1860], [2.1910, -2.7813, 2.8148], [0.6677, -3.4412, 4.6708], [-1.5823, -2.4077, 4.8160], [-2.7773, -0.2227, 4.2129], [-3.4716, -1.3793, 3.1003], [-2.8867, 0.1827, 2.4985], [-5.6380, -1.4741, -0.9889], [-3.9640, -1.8308, -1.3372], [-3.0557, -0.9571, -0.5710], [-1.6655, -1.1192, -0.8070], [-3.2660, -0.0934, 0.2569], [-3.7428, -1.7018, -2.4016], [-3.7195, -2.8701, -1.0910]], "atomic_forces_ev_per_a": [[-0.748, -1.101, -0.816], [0.016, -0.012, 0.038], [-0.063, 0.105, 0.042], [0.021, -0.048, -0.060], [-0.059, 0.000, 0.047], [-0.054, -0.025, -0.015], [0.084, -0.079, 0.007], [0.173, 0.412, 0.519], [0.074, 0.186, -0.190], [-0.076, 0.054, 0.009], [-0.097, -0.002, 0.053], [-0.007, 0.061, -0.009], [0.025, -0.100, 0.000], [0.293, -0.205, -0.020], [-0.022, -0.113, 0.104], [-0.050, 0.031, -0.102], [-0.066, 0.049, -0.009], [-0.057, -0.027, -0.075], [-0.117, -0.019, 0.244], [0.038, 0.022, 0.041], [0.385, 0.640, 0.148], [0.017, 0.005, -0.006], [-0.004, 0.027, 0.024], [0.010, -0.011, 0.002], [0.001, 0.000, 0.011], [0.002, 0.005, 0.002], [-0.006, -0.007, 0.002], [-0.028, 0.009, 0.005], [0.000, -0.016, -0.003], [-0.016, 0.011, 0.009], [-0.008, 0.012, -0.011], [0.002, 0.003, 0.004], [0.007, 0.014, 0.000], [0.013, 0.004, -0.002], [0.007, 0.011, -0.038], [-0.013, 0.046, 0.033], [-0.003, -0.004, 0.007], [-0.095, 0.030, 0.020], [0.554, -0.131, -0.159], [-0.352, 0.061, 0.164], [0.180, 0.117, -0.002], [0.020, -0.005, -0.016], [0.018, -0.007, -0.005]], "e_lumo_ev": -13.0, "gap_ev": 5.87, "e_tot_ev": -43505.925, "charge": 3, "homo_energy_ev": -18.88}



Record 2
{"formula": "C19H17ClN4O3", "method": "the ωB97M-V functional and the def2-TZVPD basis", "species": ["C", "H", "O", "C", "C", "C", "C", "C", "C", "C", "O", "C", "C", "C", "C", "C", "C", "H", "H", "Cl", "H", "H", "H", "H", "H", "C", "N", "N", "C", "O", "C", "C", "C", "N", "N", "H", "H", "H", "H", "H", "H", "H", "H", "H"], "xyz": [[3.5632, -0.2864, -1.0587], [3.0434, 0.5489, -1.7307], [2.4111, -1.2172, -0.6591], [1.4036, -0.7519, -0.1350], [1.1681, 0.6975, 0.0990], [0.1303, 0.8749, 0.8525], [-0.7203, -0.1018, 1.1855], [-0.7869, -1.4326, 0.6832], [0.4121, -1.8234, 0.0422], [0.6715, -3.1608, -0.3144], [0.1276, -3.5816, -1.6252], [0.9296, -3.2040, -2.8246], [2.3819, -3.1460, -2.8644], [3.0598, -3.1123, -3.8376], [2.3714, -2.4926, -5.1101], [1.2162, -2.3547, -4.9623], [0.4709, -2.4540, -3.8263], [-0.5979, -2.4238, -3.7890], [0.4266, -1.9312, -5.8071], [3.4253, -2.2461, -6.3658], [4.1167, -3.2282, -4.0267], [3.0073, -3.9192, -1.8543], [0.0445, -4.0078, 0.3468], [1.8475, -3.6158, -0.1413], [-1.6994, -2.2738, 0.8569], [-2.2409, 0.2365, 1.8979], [-2.3277, 1.5234, 2.2681], [-3.7165, 1.5021, 2.9691], [-3.8545, 2.7545, 3.5004], [-5.0415, 2.8928, 4.0495], [-3.1520, 3.8425, 3.4596], [-3.2950, 5.2424, 3.8109], [-2.0516, 5.8351, 3.6994], [-1.1069, 5.1272, 3.0072], [-1.7383, 3.9094, 2.9209], [-1.4722, 2.9068, 2.6499], [-1.8879, 6.9212, 3.7593], [-3.9422, 5.5240, 4.5730], [-4.2846, 0.8020, 2.9966], [-2.8602, -0.7927, 1.9606], [-0.0364, 1.9432, 1.2969], [2.1080, 1.0827, 0.1096], [4.3885, -0.8887, -1.7302], [4.0879, 0.2798, -0.3323]], "atomic_forces_ev_per_a": [[-1.228, -0.605, -4.349], [1.187, -1.949, 1.059], [8.657, -0.304, -2.910], [-6.344, 1.582, 1.162], [2.759, -6.888, -1.785], [-2.563, 5.283, 3.374], [-8.322, -2.614, 1.375], [0.946, -0.893, 0.224], [-1.107, 4.061, 1.517], [1.261, -7.471, 0.516], [2.558, 1.218, -2.410], [1.142, 1.934, 3.895], [-4.981, -7.128, 14.896], [6.271, 3.590, -13.361], [14.777, -4.143, 2.517], [-16.472, 5.285, -4.257], [-3.362, -2.893, 2.538], [-0.666, 0.860, -0.645], [2.610, -0.926, 1.418], [0.726, 0.402, -1.893], [0.128, -0.345, 0.656], [-1.934, 2.730, -2.695], [1.502, 2.651, -1.292], [-3.245, 1.793, -0.723], [2.686, 2.728, -0.345], [5.681, 1.699, -1.432], [-5.002, -8.311, 0.283], [9.512, 9.361, -1.254], [-11.806, -6.498, 2.478], [3.092, -0.051, -0.929], [9.969, 9.537, -2.146], [1.012, -3.697, 1.069], [0.885, 1.672, -2.541], [-2.943, -2.856, 1.430], [-2.313, -1.042, 0.729], [0.804, 2.345, -0.165], [0.083, -0.663, 0.475], [-1.804, 0.864, 0.477], [-4.298, -5.082, 0.297], [0.722, 3.032, 0.277], [0.104, -2.051, -0.782], [1.833, 2.739, -0.179], [-2.610, 1.200, 1.869], [0.094, -0.153, 1.558]], "e_lumo_ev": -0.2, "gap_ev": 8.24, "e_tot_ev": -44587.328, "charge": 0, "homo_energy_ev": -8.43, "relative_energy_kcal_mol": 0.0}



Record 3
{"formula": "C19H17F10LaN5O", "method": "the ωB97M-V functional and the def2-TZVPD basis", "species": ["La", "C", "N", "C", "C", "N", "C", "C", "F", "C", "F", "C", "F", "C", "F", "C", "F", "C", "C", "N", "C", "C", "F", "C", "F", "C", "F", "C", "F", "C", "F", "H", "H", "H", "H", "H", "H", "H", "H", "H", "H", "H", "C", "N", "C", "N", "O", "H", "H", "H", "H", "H", "H"], "xyz": [[-0.5765, -0.5242, -0.1708], [-1.4710, -1.4015, 3.0289], [-0.4710, -0.5160, 2.4077], [0.9014, -0.9875, 2.7655], [2.0325, -0.5540, 1.8369], [1.6548, -0.8225, 0.4509], [2.5494, -0.5834, -0.6000], [2.1462, -0.8246, -1.9196], [0.8650, -1.3192, -2.1413], [2.9199, -0.6452, -3.0462], [2.4265, -0.9169, -4.2489], [4.2092, -0.1723, -2.8948], [4.9871, 0.0289, -3.9536], [4.6679, 0.0964, -1.6162], [5.9012, 0.5549, -1.4513], [3.8607, -0.1012, -0.5072], [4.3965, 0.1850, 0.6889], [-0.7771, 0.9021, 2.7777], [-0.2599, 1.9934, 1.8398], [-0.6441, 1.6926, 0.4566], [-0.3790, 2.6081, -0.5773], [0.1736, 3.8876, -0.4687], [0.5181, 4.3808, 0.7305], [0.3867, 4.7083, -1.5662], [0.9120, 5.9125, -1.3848], [0.0631, 4.2938, -2.8457], [0.2768, 5.0826, -3.8931], [-0.4813, 3.0331, -3.0109], [-0.8017, 2.5815, -4.2179], [-0.6774, 2.2490, -1.8958], [-1.2224, 0.9933, -2.1282], [-1.4550, -1.3239, 4.1215], [-1.2668, -2.4378, 2.7579], [-2.4703, -1.1339, 2.6852], [0.8594, -2.0778, 2.7595], [1.1325, -0.6726, 3.7901], [2.9240, -1.1026, 2.1527], [2.2748, 0.4994, 2.0066], [-0.4063, 1.0894, 3.7922], [-1.8651, 0.9780, 2.8118], [0.8216, 2.1117, 1.9524], [-0.6925, 2.9302, 2.1981], [-2.1868, -4.2486, -0.4042], [-3.5173, -3.6798, -0.2825], [-3.7311, -2.3601, -0.2517], [-4.9853, -1.8915, -0.1824], [-2.7588, -1.5568, -0.2704], [-2.2853, -5.3272, -0.4872], [-1.5845, -4.0369, 0.4796], [-1.6823, -3.8880, -1.2999], [-4.3086, -4.3004, -0.2867], [-5.7885, -2.4901, -0.2602], [-5.1146, -0.8961, -0.2278]], "atomic_forces_ev_per_a": [[-0.694, -0.644, -0.777], [0.068, 0.098, 0.076], [0.211, 0.221, -0.210], [-0.074, 0.130, 0.141], [0.028, 0.217, -0.050], [0.818, -0.058, -0.511], [-0.498, -0.180, 0.888], [0.070, -0.072, -0.153], [0.033, -0.041, 0.175], [0.102, 0.083, 0.099], [-0.013, -0.010, 0.022], [0.022, 0.011, -0.120], [-0.007, -0.005, 0.019], [-0.040, -0.014, 0.057], [-0.016, -0.003, 0.014], [0.214, 0.083, -0.083], [-0.016, -0.004, 0.005], [0.110, -0.122, 0.109], [0.141, -0.011, -0.101], [0.139, 1.003, -0.452], [-0.197, -0.561, 0.873], [0.081, 0.194, -0.017], [-0.001, -0.014, 0.002], [-0.004, -0.016, 0.062], [-0.002, -0.016, 0.012], [-0.007, -0.016, -0.096], [-0.003, 0.000, 0.013], [0.092, 0.151, 0.084], [-0.017, -0.030, 0.027], [-0.054, 0.040, -0.209], [-0.013, 0.069, 0.160], [0.022, -0.026, 0.000], [-0.014, -0.009, 0.005], [-0.004, 0.004, -0.011], [-0.003, -0.015, -0.019], [0.018, -0.044, 0.014], [-0.051, -0.106, -0.006], [-0.051, 0.030, -0.051], [-0.017, 0.046, 0.004], [-0.015, -0.003, -0.035], [0.024, -0.039, -0.045], [-0.084, -0.026, 0.013], [-0.040, -0.095, 0.028], [-0.189, -0.038, -0.044], [0.308, 0.211, 0.008], [-0.014, -0.100, -0.011], [-0.377, -0.380, 0.092], [0.002, 0.003, 0.000], [0.032, 0.044, -0.002], [0.018, 0.042, -0.008], [0.022, -0.027, 0.004], [-0.023, 0.036, 0.008], [-0.032, 0.005, -0.002]], "e_lumo_ev": -2.7, "gap_ev": 7.70, "e_tot_ev": -57506.474, "charge": 1, "homo_energy_ev": -10.41}



Record 4
{"formula": "C19H17FN2O4S2", "method": "the ωB97M-V functional and the def2-TZVPD basis", "species": ["O", "C", "N", "C", "N", "C", "C", "C", "C", "C", "C", "H", "H", "F", "H", "H", "C", "C", "H", "H", "S", "O", "O", "C", "C", "H", "S", "H", "H", "H", "C", "O", "C", "C", "C", "C", "C", "C", "H", "H", "H", "H", "H", "H", "H"], "xyz": [[-2.0695, -1.2323, 0.8649], [-1.9368, -0.0343, 1.0764], [-0.8087, 0.6510, 0.7519], [0.1104, -0.0643, 0.1792], [1.3287, 0.3966, -0.1595], [1.7052, 1.7516, -0.1320], [0.7482, 2.7535, -0.2906], [1.1164, 4.0839, -0.2981], [2.4522, 4.4150, -0.1557], [3.4216, 3.4411, -0.0095], [3.0458, 2.1104, 0.0020], [3.8150, 1.3658, 0.1202], [4.4567, 3.7235, 0.0962], [2.8161, 5.7106, -0.1639], [0.3804, 4.8621, -0.4191], [-0.2878, 2.4855, -0.3987], [2.2947, -0.6506, -0.4603], [2.9793, -1.2034, 0.7792], [3.7706, -0.5815, 1.1806], [2.2711, -1.4770, 1.5565], [3.6825, -2.7324, 0.0798], [3.9416, -3.7227, 1.0800], [4.7567, -2.3555, -0.7935], [2.2044, -3.1304, -0.9139], [1.5063, -1.8011, -1.0966], [1.3047, -1.5930, -2.1498], [-0.1431, -1.7477, -0.2176], [2.5268, -3.5804, -1.8473], [1.6147, -3.8402, -0.3407], [3.0453, -0.2666, -1.1573], [-2.9915, 0.8231, 1.7472], [-4.2691, 0.2543, 1.7291], [-4.8567, 0.0165, 0.5168], [-4.3233, 0.3820, -0.7126], [-5.0211, 0.1002, -1.8759], [-6.2462, -0.5374, -1.8292], [-6.7796, -0.8990, -0.6018], [-6.0935, -0.6255, 0.5629], [-6.4905, -0.9016, 1.5268], [-7.7353, -1.3994, -0.5532], [-6.7813, -0.7540, -2.7411], [-4.5952, 0.3852, -2.8270], [-3.3656, 0.8765, -0.7814], [-2.7241, 0.9157, 2.8052], [-2.9720, 1.8267, 1.3011]], "atomic_forces_ev_per_a": [[-0.741, 0.267, 0.483], [-0.143, -0.320, 0.015], [0.403, 0.587, 0.103], [-0.503, -0.468, 0.084], [0.048, -0.260, -0.159], [0.184, 0.649, 0.051], [0.042, -0.014, -0.069], [0.290, 0.106, 0.012], [-0.005, -0.234, 0.020], [-0.113, 0.323, -0.039], [-0.246, -0.109, 0.023], [0.076, -0.106, 0.003], [0.099, 0.047, 0.006], [-0.010, -0.034, 0.005], [-0.071, 0.089, -0.018], [-0.002, 0.066, -0.027], [0.058, 0.183, -0.273], [0.298, -0.730, -0.483], [0.164, -0.058, 0.010], [-0.094, -0.051, 0.064], [-0.172, 0.035, 0.454], [-0.264, -0.150, 0.205], [0.011, 0.302, -0.440], [0.502, 0.079, 0.484], [-0.835, 0.575, -0.091], [0.122, 0.007, 0.097], [1.032, -0.554, -0.570], [0.151, -0.034, -0.002], [0.006, -0.114, 0.049], [-0.138, 0.015, 0.095], [-0.044, 0.016, -0.019], [-0.122, -0.150, -0.030], [-0.237, -0.030, -0.103], [0.181, 0.101, 0.259], [-0.093, -0.023, -0.066], [-0.009, 0.000, -0.178], [0.025, 0.008, 0.042], [0.182, 0.082, 0.137], [-0.050, -0.037, 0.118], [-0.078, -0.039, 0.020], [-0.043, -0.016, -0.075], [0.034, 0.021, -0.064], [0.066, 0.060, -0.011], [0.034, 0.053, -0.156], [0.002, -0.138, 0.034]], "e_lumo_ev": 0.0, "gap_ev": 8.64, "e_tot_ev": -55536.532, "charge": 0, "homo_energy_ev": -8.61, "relative_energy_kcal_mol": 0.9}



Record 5
{"formula": "C19H17FN3O2RuS4", "method": "the ωB97M-V functional and the def2-TZVPD basis", "species": ["Ru", "C", "C", "C", "C", "C", "C", "C", "C", "C", "C", "C", "C", "C", "C", "C", "N", "H", "H", "H", "H", "H", "H", "H", "H", "H", "H", "S", "S", "S", "S", "C", "C", "N", "O", "C", "C", "N", "O", "H", "H", "H", "H", "H", "H", "H", "F"], "xyz": [[1.0673, 0.7867, -0.7925], [1.9950, 0.4882, -5.0240], [1.8446, -0.8767, -5.2472], [1.4388, -1.7140, -4.2177], [1.1754, -1.1845, -2.9532], [1.3215, 0.1935, -2.7186], [1.7414, 1.0151, -3.7598], [0.7491, -1.9485, -1.7872], [0.7926, -3.3270, -1.6928], [0.3764, -3.9765, -0.5447], [-0.2120, -3.2044, 0.5089], [-0.7706, -3.7910, 1.6493], [-1.4038, -3.0307, 2.6210], [-1.5061, -1.6566, 2.4423], [-0.9491, -1.0492, 1.3276], [-0.2600, -1.7900, 0.3651], [0.3244, -1.1574, -0.7230], [2.3129, 1.1383, -5.8323], [2.0394, -1.2911, -6.2308], [1.3159, -2.7743, -4.4097], [1.8760, 2.0734, -3.5676], [1.1783, -3.8924, -2.5328], [0.4289, -5.0548, -0.4530], [-0.7085, -4.8706, 1.7504], [-1.8359, -3.5066, 3.4937], [-2.0424, -1.0468, 3.1602], [-1.0756, 0.0110, 1.1713], [-4.1567, 1.7762, -1.0373], [-5.2322, 3.1880, -0.1695], [-5.0109, 3.0266, 1.9135], [-3.8543, 1.5051, 2.3219], [-0.5159, 3.5427, 2.3423], [0.0272, 2.3705, 1.5812], [-0.4321, 2.0785, 0.4080], [-1.2947, 3.0540, -0.0933], [1.0671, 1.5313, 2.1441], [1.4655, 1.5518, 3.5854], [1.6349, 0.7009, 1.2951], [2.5317, -0.1171, 1.6511], [-1.6012, 3.4533, 2.3983], [-0.2933, 4.4667, 1.8073], [-0.0987, 3.5919, 3.3443], [-2.1444, 2.5950, -0.2779], [1.7389, 2.5547, 3.9214], [2.3229, 0.8914, 3.7012], [0.6618, 1.1870, 4.2330], [1.9707, 2.4883, -1.0729]], "atomic_forces_ev_per_a": [[-0.050, 0.049, 0.053], [0.004, 0.004, -0.009], [-0.003, -0.002, 0.014], [0.011, 0.000, -0.061], [-0.008, -0.033, 0.104], [0.044, -0.013, -0.132], [-0.014, -0.007, 0.017], [-0.012, -0.014, -0.011], [0.017, 0.000, -0.024], [-0.020, -0.002, 0.018], [0.031, 0.013, -0.041], [-0.020, 0.022, 0.036], [0.017, -0.041, -0.035], [0.001, 0.017, 0.003], [-0.010, -0.023, -0.007], [-0.012, -0.005, 0.028], [0.005, 0.021, -0.020], [-0.001, -0.001, -0.001], [0.001, 0.003, -0.003], [-0.006, 0.000, 0.014], [0.007, 0.003, -0.015], [-0.003, 0.002, 0.005], [0.002, -0.001, -0.001], [-0.005, -0.002, 0.010], [0.001, -0.001, 0.003], [0.006, -0.003, 0.003], [0.003, 0.024, 0.004], [-0.067, 0.034, 0.065], [0.007, 0.014, -0.096], [0.003, -0.006, 0.086], [0.014, -0.003, 0.006], [-0.012, -0.044, -0.024], [-0.016, 0.068, 0.078], [0.008, -0.023, 0.070], [-0.073, 0.099, 0.050], [-0.055, 0.016, -0.115], [-0.031, -0.003, 0.017], [0.069, -0.021, -0.017], [0.013, -0.003, 0.008], [-0.011, 0.020, 0.020], [0.012, -0.012, -0.014], [0.005, -0.005, 0.012], [0.135, -0.141, -0.170], [0.021, 0.001, 0.013], [-0.001, -0.002, -0.014], [-0.001, 0.013, 0.001], [-0.007, -0.009, 0.071]], "spin_multiplicity": 6, "e_lumo_ev": [4.6, 4.1], "gap_ev": [4.50, 5.89], "e_tot_ev": -77183.078, "charge": -2, "s_squared": 8.795, "homo_energy_ev": [0.14, -1.83], "relative_energy_kcal_mol": 0.0}